The following is a quantum chemistry calculation of a structure of composition C19H35NO2P2Pt at a distorted geometry, from OMol25.

```
60
C19H35NO2P2Pt, DFT ωB97M-V with the def2-TZVPD basis set
P 0.27 -2.25 -1.82
P 0.54 1.70 -1.63
C -0.17 -0.78 -2.83
C 0.90 0.29 -2.66
H -1.19 -0.43 -2.56
H -0.19 -1.12 -3.88
H 1.86 -0.07 -2.27
H 1.10 0.72 -3.66
C -0.27 2.76 -2.89
H -0.44 3.77 -2.51
H -1.23 2.32 -3.21
H 0.40 2.81 -3.75
C 2.02 2.58 -1.17
H 2.22 3.33 -1.96
H 2.83 1.83 -1.15
H 1.91 3.07 -0.20
C -0.67 -3.56 -2.66
H -0.59 -4.48 -2.07
H -0.21 -3.73 -3.64
H -1.72 -3.28 -2.80
C 1.98 -2.68 -2.21
H 2.63 -1.79 -2.27
H 1.98 -3.18 -3.20
H 2.36 -3.38 -1.46
Pt 2.52 -0.55 2.54
C -0.90 1.60 -0.43
C -2.29 1.48 -0.81
C -3.19 0.31 -0.72
C -2.97 -0.83 0.35
C -2.17 -1.87 -0.24
C -0.77 -1.84 -0.36
C 0.09 -0.65 0.37
C -0.41 0.71 0.74
C 2.30 -2.42 2.19
H -0.81 2.65 -0.05
H -2.75 2.42 -1.09
H -3.21 -0.20 -1.71
H -4.20 0.71 -0.53
H -2.55 -0.43 1.28
H -3.95 -1.27 0.61
H -2.63 -2.83 -0.45
H -0.44 -2.76 0.19
H 1.04 -0.48 -0.19
H 0.44 -1.12 1.30
H -1.13 0.62 1.56
H 0.46 1.19 1.23
H 2.80 -2.86 3.08
H 2.85 -2.69 1.29
H 1.29 -2.86 2.16
O 2.85 1.32 3.32
C 1.63 1.41 3.82
C 0.95 2.58 4.42
C -0.47 2.08 4.56
C -0.49 0.68 3.93
O -1.49 0.03 3.72
N 0.86 0.35 3.58
H 1.38 2.88 5.39
H 1.03 3.42 3.71
H -0.77 2.02 5.62
H -1.20 2.74 4.08
```

Its energy above the lowest of the compared OMol25 structures with the same formula, charge and spin is 62.9 kcal/mol. The multiplicity is 3. The largest force on an atom is 5.52 eV/A. The value obtained for the highest occupied orbital energy (alpha / beta) is -5.30 / -5.29 eV. The gap between HOMO and LUMO (alpha / beta) comes out at 4.948 / 4.684 eV.

Atom charges from the Löwdin analysis, given in e for atoms 1 to 2: P 0.975; P 0.912


The following is a quantum chemistry calculation of a structure of composition C34H32BrClGeN6V at a distorted geometry, from OMol25.

```
76
C34H32BrClGeN6V, DFT ωB97M-V with the def2-TZVPD basis set
V -0.44 0.29 1.04
C -1.10 3.30 1.54
N -1.11 2.03 2.32
C -2.42 1.66 2.91
C -3.09 0.64 2.03
N -2.47 0.08 1.02
C -3.38 -0.85 0.47
C -3.23 -1.73 -0.60
C -4.30 -2.57 -0.88
C -5.48 -2.52 -0.11
C -5.63 -1.64 0.94
C -4.55 -0.81 1.21
N -4.32 0.15 2.20
C -0.65 3.04 0.13
N -0.48 1.81 -0.34
C -0.29 1.97 -1.74
C -0.22 1.04 -2.77
C -0.12 1.52 -4.06
C -0.08 2.90 -4.33
C -0.17 3.83 -3.32
C -0.29 3.33 -2.03
N -0.52 3.97 -0.81
H -2.10 3.72 1.50
H -0.46 4.04 2.02
H -0.43 2.12 3.06
H -2.25 1.22 3.89
H -3.06 2.52 3.06
H -2.32 -1.75 -1.19
H -4.23 -3.27 -1.70
H -6.29 -3.20 -0.36
H -6.55 -1.60 1.51
H -4.98 0.45 2.90
H -0.27 -0.02 -2.59
H -0.08 0.82 -4.89
H 0.00 3.24 -5.36
H -0.16 4.90 -3.52
H -0.60 4.96 -0.67
C -2.13 -3.87 4.42
C -1.13 -2.79 4.10
C -0.11 -2.44 4.97
C 0.81 -1.47 4.61
C 0.62 -0.86 3.40
Br 1.83 0.47 2.75
N -0.37 -1.10 2.55
C -1.21 -2.10 2.90
H -1.81 -4.47 5.27
H -2.28 -4.54 3.57
H -3.10 -3.44 4.67
H -0.01 -2.95 5.93
H 1.64 -1.20 5.25
H -1.98 -2.35 2.18
Cl 0.83 -1.21 -0.27
Ge 3.04 -0.80 -0.83
C 3.36 1.06 -0.85
C 3.30 1.84 -2.00
C 3.65 3.19 -1.96
C 4.07 3.76 -0.76
C 4.15 2.98 0.39
C 3.80 1.64 0.35
C 3.26 -1.91 -2.35
C 3.04 -1.45 -3.65
C 3.22 -2.32 -4.72
C 3.61 -3.63 -4.49
C 3.82 -4.09 -3.20
C 3.65 -3.23 -2.12
H 3.67 -1.40 0.43
H 2.99 1.42 -2.95
H 3.61 3.78 -2.86
H 4.35 4.80 -0.73
H 4.51 3.42 1.32
H 3.91 1.03 1.24
H 2.74 -0.43 -3.84
H 3.05 -1.96 -5.73
H 3.76 -4.30 -5.33
H 4.13 -5.12 -3.03
H 3.83 -3.59 -1.12
```

Its energy above the lowest of the compared OMol25 structures with the same formula, charge and spin is 9.1 kcal/mol. The multiplicity is 2. As for the net charge: +2. The largest force on an atom is 1.59 eV/A. The value obtained for the highest occupied orbital energy (alpha / beta) is -12.41 / -11.85 eV. The gap between HOMO and LUMO (alpha / beta) comes out at 7.563 / 6.987 eV.

Atom charges from the Löwdin analysis, given in e for atoms 1 to 2: V 0.424; C -0.061


The following is a quantum chemistry calculation of the molecule C6H12N2 at a distorted geometry, from OMol25.

```
20
C6H12N2, DFT ωB97M-V with the def2-TZVPD basis set
C 2.07 -0.48 -0.91
C -0.21 1.97 1.00
C -0.17 -0.97 0.24
C 0.78 -0.07 -0.26
N 0.17 -2.10 1.00
N -2.07 -0.40 -1.23
C -1.49 -0.54 0.05
C 0.30 1.24 -0.22
H 0.86 -1.96 1.72
H -0.61 -2.68 1.29
H -1.40 -0.08 -1.91
H -2.89 0.20 -1.23
H -2.25 -0.82 0.79
H 0.68 1.93 -0.98
H 2.04 -0.24 -1.98
H 2.93 0.05 -0.49
H 2.26 -1.55 -0.82
H -0.51 1.27 1.78
H 0.57 2.63 1.40
H -1.06 2.61 0.75
```

Its energy above the lowest of the compared OMol25 structures with the same formula, charge and spin is 59.3 kcal/mol. The multiplicity is 1. Its structure (SMILES) is C/C=C(C)\C(N)=C/N. The largest force on an atom is 1.69 eV/A. The value obtained for the highest occupied orbital energy (alpha / beta) is -6.71 / -6.71 eV. The gap between HOMO and LUMO (alpha / beta) comes out at 7.654 / 7.654 eV.

Atom charges from the Löwdin analysis, given in e for atoms 1 to 2: C -0.054; C -0.116


Q: Which of these has the lowest multiplicity?
A: C6H12N2